Entry 1:
Entry from the OMol25 dataset: a structure of composition C84H136O20Zr2 (the ωB97M-V functional and the def2-TZVPD basis).

Each line ends with the Löwdin charge.
Cartesian coordinates (Å):
Zr -4.44529 -0.49695 -2.03529  1.955
Zr 2.15490 0.24635 1.00981  2.010
C 5.71815 0.03706 2.89802  0.033
C 7.00858 -0.68948 2.61019  -0.220
C 7.26835 -1.22490 1.00572  -0.353
O 8.37665 -1.46678 0.70130  0.099
C 6.07915 -1.29087 0.22281  0.041
C 4.95887 -0.60810 0.64027  -0.326
C 4.83661 -0.01321 1.95542  -0.435
O 3.74565 0.57550 2.19865  -0.170
O 3.83406 -0.60418 -0.02844  -0.170
O 7.93684 -0.76963 3.42818  0.032
H 5.65354 0.66597 3.70704  0.103
H 5.91344 -1.80911 -0.72749  0.126
C -0.90551 0.97727 -1.74693  0.061
C 0.21883 1.12719 -0.97787  -0.286
C 0.14511 2.19375 0.11532  -0.294
O 1.20578 2.10801 0.93596  -0.219
C -0.97167 2.85527 0.41639  0.065
C -2.12674 2.88603 -0.50406  -0.304
C -2.11434 1.70843 -1.38123  -0.246
O -3.15942 1.21521 -1.88299  -0.105
O -3.12979 3.56675 -0.55680  0.133
O 1.41151 0.55853 -0.99566  -0.151
H -0.98364 0.31602 -2.61269  0.144
H -0.97634 3.57525 1.19747  0.120
C -3.91699 -1.64448 -6.05988  0.026
C -4.31581 -2.94476 -6.69944  -0.326
C -4.99605 -4.07089 -5.84473  -0.338
O -5.42269 -5.05051 -6.36847  0.088
C -5.14960 -3.79221 -4.36473  0.052
C -4.81052 -2.56358 -3.94392  -0.264
C -4.05627 -1.43217 -4.72321  -0.341
O -3.65125 -0.47068 -3.98954  -0.178
O -5.20379 -2.17754 -2.72363  -0.222
O -4.15317 -3.12157 -7.87815  0.072
H -3.47219 -1.02337 -6.81236  0.073
H -5.33421 -4.66708 -3.79892  0.104
C -8.02910 1.77684 -3.14988  0.032
C -9.23395 1.81750 -2.37895  -0.364
C -9.51052 0.74914 -1.29363  -0.402
O -10.55329 0.72953 -0.73452  0.091
C -8.51956 -0.22456 -1.00754  0.017
C -7.29521 -0.04149 -1.53316  -0.334
C -7.06125 0.95250 -2.69206  -0.301
O -5.80869 0.93067 -3.07536  -0.162
O -6.22037 -0.53107 -1.02858  -0.196
O -10.19639 2.51198 -2.59647  0.063
H -7.86207 2.49337 -3.92107  0.110
H -8.66816 -0.92074 -0.17041  0.128
C -0.61496 -2.08224 -0.47809  0.070
C 0.21595 -1.61566 0.52277  -0.319
C -0.44795 -0.61499 1.54050  -0.234
O 0.42043 0.02326 2.31067  -0.141
C -1.80538 -0.37985 1.52591  0.035
C -2.58225 -0.74180 0.48322  -0.266
C -1.90682 -1.57624 -0.61804  -0.337
O -2.69018 -1.93483 -1.48578  -0.008
O -3.81479 -0.43739 0.17626  -0.086
O 1.46609 -1.71264 0.62898  -0.133
H -0.31058 -2.61977 -1.33066  0.117
H -2.33104 0.30160 2.18156  0.139
C 2.42847 -2.77386 4.76207  -0.121
C 3.44605 -3.60938 4.08437  -0.269
C 4.88016 -3.21925 4.43204  -0.220
C 5.39744 -3.72498 5.78438  -0.214
C 6.91059 -3.46462 6.01284  -0.274
C 7.51647 -3.71696 7.38007  -0.137
H 1.38406 -3.00859 4.48844  0.081
H 2.64287 -1.72237 4.58585  0.071
H 2.54175 -2.88112 5.83120  0.062
H 3.26050 -4.64536 4.32357  0.106
H 3.39764 -3.43827 3.02698  0.094
H 4.99779 -2.17270 4.32860  0.082
H 5.53623 -3.65992 3.70646  0.107
H 4.78025 -3.28745 6.58894  0.106
H 5.22420 -4.82914 5.84958  0.118
H 7.50238 -3.98544 5.20633  0.131
H 6.95543 -2.42882 5.91307  0.075
H 7.58996 -4.76222 7.80421  0.074
H 8.54409 -3.37218 7.32340  0.058
H 6.89268 -3.18386 8.16299  0.084
C 11.55813 0.81954 -0.07076  -0.095
C 12.55522 1.73506 -0.84409  -0.271
C 12.50741 3.25777 -0.55366  -0.212
C 11.25779 3.90300 -1.24062  -0.213
C 11.65010 4.40054 -2.61164  -0.313
C 10.48503 5.02792 -3.35639  -0.129
H 11.54534 -0.23341 -0.49320  0.094
H 10.61641 1.26149 -0.22535  0.034
H 11.79141 0.82693 0.99424  0.071
H 13.58981 1.41068 -0.63772  0.093
H 12.38421 1.62983 -1.95457  0.108
H 13.45339 3.62233 -0.94237  0.093
H 12.55783 3.44627 0.49389  0.088
H 10.50589 3.14255 -1.36894  0.099
H 10.88510 4.72959 -0.63082  0.110
H 12.55686 5.03354 -2.60638  0.109
H 12.05303 3.56242 -3.21934  0.108
H 10.06905 5.85714 -2.76279  0.073
H 10.80544 5.46172 -4.31686  0.061
H 9.75045 4.25697 -3.73508  0.092
C -2.78911 1.25210 -6.65022  -0.107
C -2.19922 2.62869 -6.31209  -0.248
C -1.82979 2.89361 -4.86742  -0.250
C -1.89957 4.31632 -4.58518  -0.262
C -3.25721 4.88241 -4.12326  -0.226
C -3.39157 6.43310 -4.16141  -0.083
H -2.81302 1.02391 -7.77930  0.104
H -3.74005 1.06352 -6.17263  0.063
H -2.20230 0.44519 -6.22236  0.051
H -1.29523 2.81258 -6.89269  0.103
H -2.89389 3.39520 -6.61464  0.096
H -0.77780 2.52846 -4.66514  0.114
H -2.53441 2.38810 -4.20852  0.106
H -1.25112 4.65445 -3.74273  0.109
H -1.44798 4.79724 -5.46226  0.115
H -3.97477 4.51356 -4.81262  0.088
H -3.53086 4.42044 -3.20319  0.088
H -3.33597 6.71744 -5.18956  0.060
H -4.32852 6.77357 -3.67205  0.081
H -2.64010 6.81741 -3.56302  0.031
C 1.98257 -5.34129 -0.07509  -0.103
C 1.46291 -5.68360 -1.49817  -0.261
C 2.11387 -4.77888 -2.53002  -0.227
C 2.64543 -5.60448 -3.69159  -0.239
C 3.03581 -4.89671 -4.99601  -0.252
C 4.21921 -3.85501 -4.89471  -0.102
H 3.06284 -5.57867 -0.09552  0.078
H 1.46529 -5.90220 0.69416  0.059
H 1.95187 -4.25533 0.15362  0.057
H 1.74804 -6.71399 -1.65075  0.091
H 0.37770 -5.57249 -1.64299  0.107
H 2.97855 -4.19702 -2.12501  0.123
H 1.32553 -4.13645 -2.94531  0.098
H 3.47158 -6.21962 -3.41796  0.101
H 1.87834 -6.33439 -3.93838  0.094
H 3.23279 -5.67773 -5.71417  0.090
H 2.23895 -4.30367 -5.43938  0.074
H 5.20330 -4.36721 -4.68302  0.076
H 4.32770 -3.35253 -5.90371  0.073
H 3.97451 -3.04595 -4.19427  0.060
C 1.07148 0.35230 10.96780  -0.119
C 0.78348 1.02462 9.59266  -0.295
C 0.01977 0.12548 8.69717  -0.271
C -0.09545 0.38715 7.17230  -0.224
C -1.31454 -0.31186 6.69745  -0.322
C -1.44547 -0.49809 5.25158  -0.133
H 1.72688 -0.48379 10.74484  0.062
H 0.17078 -0.06941 11.43270  0.067
H 1.46288 1.10019 11.68481  0.069
H 0.25886 2.00945 9.72693  0.116
H 1.76134 1.23439 9.08334  0.119
H -1.02151 0.02363 9.02780  0.108
H 0.51135 -0.89511 8.82075  0.131
H -0.26462 1.48118 7.04972  0.120
H 0.84541 0.16989 6.64329  0.120
H -1.26037 -1.36190 7.12415  0.132
H -2.21740 0.21471 7.14142  0.112
H -0.65188 -1.08848 4.88943  0.052
H -2.41820 -0.98647 5.07348  0.094
H -1.46433 0.42316 4.69319  0.056
C -7.66580 -0.19686 4.16513  -0.131
C -7.54149 1.20570 3.65211  -0.281
C -8.49228 1.54035 2.42240  -0.195
C -8.10498 2.86891 1.80372  -0.241
C -6.78482 2.87006 1.03026  -0.232
C -6.58958 4.15991 0.20981  -0.093
H -7.81834 -0.94112 3.42552  0.053
H -8.51179 -0.18432 4.92022  0.085
H -6.78856 -0.48473 4.79139  0.070
H -7.82327 1.90422 4.43541  0.081
H -6.43725 1.44817 3.47778  0.106
H -9.50582 1.57313 2.88716  0.120
H -8.45102 0.72410 1.69467  0.092
H -8.87887 3.24677 1.06549  0.126
H -8.16673 3.65366 2.60527  0.116
H -5.94348 2.72942 1.69974  0.091
H -6.85959 2.05630 0.29506  0.101
H -6.55468 4.92322 0.91059  0.036
H -5.56782 4.19572 -0.16827  0.052
H -7.25544 4.49206 -0.54844  0.065
C 2.17089 1.35290 -5.37682  -0.087
C 3.55189 2.09146 -5.05111  -0.209
C 3.35961 2.86493 -3.72757  -0.240
C 2.72174 4.22089 -3.93058  -0.235
C 2.73143 4.91350 -2.60682  -0.285
C 2.04156 6.25728 -2.59624  -0.112
H 1.36355 2.06429 -5.34554  0.031
H 2.00668 0.54449 -4.66065  0.066
H 2.33674 0.86626 -6.35989  0.070
H 4.36175 1.34144 -5.16259  0.104
H 3.69575 2.83726 -5.80425  0.075
H 4.25529 2.90729 -3.17687  0.092
H 2.63841 2.44260 -3.04385  0.095
H 3.27508 4.75071 -4.71999  0.120
H 1.69877 3.97497 -4.27869  0.116
H 2.12455 4.32421 -1.87174  0.119
H 3.68549 4.89427 -2.14437  0.095
H 2.21159 6.89404 -1.71220  0.076
H 2.30975 6.86075 -3.44648  0.058
H 0.98458 6.03947 -2.71830  0.061
C -3.56804 2.49932 5.01094  -0.103
C -4.69434 2.98039 5.99835  -0.213
C -4.32416 2.50078 7.47561  -0.221
C -5.37849 2.70022 8.52125  -0.269
C -6.64084 1.85977 8.28686  -0.263
C -7.78890 2.23215 9.30546  -0.127
H -2.53104 2.92168 5.17804  0.092
H -3.93787 2.68121 3.99062  0.063
H -3.44154 1.45253 5.08149  0.020
H -4.85981 4.07855 5.89413  0.111
H -5.67051 2.61486 5.71468  0.061
H -3.30434 2.87073 7.67664  0.107
H -4.22953 1.38538 7.45747  0.100
H -5.00687 2.54210 9.59205  0.133
H -5.72838 3.70742 8.56816  0.088
H -7.14893 2.09922 7.29315  0.111
H -6.36089 0.78681 8.28931  0.108
H -7.91519 3.30981 9.26925  0.050
H -8.77471 1.70866 8.99389  0.092
H -7.55391 2.06123 10.37842  0.063
C -1.09410 -8.68636 -6.73568  -0.134
C -1.24978 -7.27386 -6.17215  -0.285
C -0.29554 -6.37692 -6.89180  -0.230
C -0.60146 -4.86016 -6.82641  -0.178
C -0.88585 -4.45133 -5.37674  -0.283
C -0.67187 -3.00156 -5.09478  -0.116
H -0.11644 -9.12947 -6.34732  0.091
H -1.04214 -8.72317 -7.80863  0.053
H -1.95772 -9.29808 -6.48806  0.061
H -2.27036 -7.04992 -6.36104  0.091
H -1.21112 -7.31668 -5.01082  0.142
H -0.22335 -6.62763 -7.92619  0.097
H 0.67288 -6.50122 -6.41241  0.099
H 0.32799 -4.37520 -7.16166  0.110
H -1.47531 -4.59084 -7.36568  0.098
H -1.95023 -4.73981 -5.10893  0.123
H -0.33241 -4.96450 -4.57452  0.092
H -1.12011 -2.37488 -5.84643  0.062
H -1.06803 -2.69424 -4.13810  0.064
H 0.39932 -2.77484 -5.16990  0.067

Its HOMO-LUMO gap is 0.184 Ha. The calculated total energy comes out at -132832.53071 eV. The net charge is -2.



Entry 2:
Entry from the OMol25 dataset: a structure of composition C3H9NO4 (the ωB97M-V functional and the def2-TZVPD basis).

Each line ends with the Mulliken spin population.
Cartesian coordinates (Å):
O 1.82651 -1.44063 -0.61920  0.627
C 1.16633 -0.67226 0.11782  -0.072
N 0.10279 0.24978 -0.62160  0.287
C -1.19110 -0.16854 -0.31926  -0.064
O -2.07055 -0.36038 -1.10852  0.154
C 0.89622 -0.72628 1.48129  0.070
H 0.26577 0.24818 -1.63707  -0.010
H -1.36748 -0.23364 0.76280  0.002
H 1.36900 -1.45295 2.15747  -0.003
H 0.29410 -0.01537 2.02482  -0.001
H 1.82370 0.13329 0.79699  0.007
H 3.26019 -0.23219 -0.54603  -0.002
H 4.03733 0.73353 -1.30252  0.000
O 3.65181 0.64099 -0.41995  0.003
H -5.00948 1.82158 -0.30515  0.000
H -4.13771 0.56533 -0.45497  0.000
O -4.91743 0.90957 -0.00693  0.000

Its HOMO-LUMO gap (alpha / beta) is 0.281 / 0.143 Ha. The calculation puts the energy above the lowest of the compared OMol25 structures with the same formula, charge and spin at 358.8 kJ/mol. The calculated total energy comes out at -12923.89743 eV. As for the spin multiplicity: 2. The net charge is +1.



Entry 3:
Entry from the OMol25 dataset: a structure of composition C19H19Br2CoN7O2S (the ωB97M-V functional and the def2-TZVPD basis).

Each line ends with the Mulliken spin population.
Cartesian coordinates (Å):
Co 0.19395 0.04078 0.39022  2.699
C -1.83010 -3.78435 1.08544  0.004
C -1.26940 -2.39927 1.08333  -0.005
N -0.51432 -1.91921 0.16202  0.053
N -0.24417 -2.68280 -0.92564  0.010
C 0.77277 -2.23259 -1.63523  -0.014
N 1.02281 -2.92158 -2.77485  0.006
S 1.83513 -0.92226 -1.25048  0.130
C -1.55730 -1.47825 2.20702  0.008
C -2.22118 -1.91361 3.34824  -0.004
C -2.44997 -1.02525 4.38326  0.003
C -2.01946 0.28578 4.25623  0.001
C -1.37153 0.64545 3.09029  0.006
N -1.14201 -0.20283 2.08918  0.028
H -1.59768 -4.26999 0.14419  0.000
H -2.91210 -3.77040 1.22628  0.000
H -1.39529 -4.37035 1.89839  0.000
H 0.54743 -3.79996 -2.90288  -0.002
H 1.90483 -2.78014 -3.23451  -0.001
H -2.54599 -2.94048 3.42221  0.000
H -2.95924 -1.35275 5.27980  0.000
H -2.18135 1.01520 5.03630  0.000
H -1.03209 1.66337 2.94362  0.004
C -1.53126 3.17392 -0.03105  0.002
C -0.24287 3.29725 0.71761  0.011
C 0.15892 4.56160 1.19431  -0.022
C 1.31116 4.69968 1.91157  0.039
C 2.08453 3.55749 2.18738  -0.038
C 3.29557 3.55951 2.95932  0.260
Br 3.95485 5.16345 3.64830  0.049
C 4.00210 2.40046 3.21964  -0.092
C 3.54571 1.18384 2.74337  0.200
Br 4.47990 -0.37729 3.09367  0.053
C 2.33527 1.09482 1.97152  0.158
O 1.87507 0.01370 1.56898  0.305
C 1.62561 2.34326 1.67617  0.072
N 0.49903 2.21668 0.93653  0.029
H -2.30486 3.75406 0.47272  0.002
H -1.84477 2.13941 -0.11971  0.001
H -1.41890 3.58533 -1.03685  0.003
H -0.46604 5.41891 0.98493  0.002
H 1.62367 5.66685 2.28008  0.007
H 4.91076 2.44112 3.80264  0.003
N 0.33765 1.67116 -2.80932  0.003
C -0.68192 0.82487 -2.51997  0.004
N -1.42409 0.37162 -3.54710  0.003
O -0.96904 0.50796 -1.35548  0.023
H 0.69014 1.71561 -3.75020  0.000
H 1.03236 1.75820 -2.08591  0.000
H -1.26914 0.65357 -4.49777  0.000
H -2.19505 -0.23678 -3.33538  0.000

Its HOMO-LUMO gap (alpha / beta) is 0.248 / 0.173 Ha. The calculation puts the energy above the lowest of the compared OMol25 structures with the same formula, charge and spin at 43.5 kJ/mol. The calculated total energy comes out at -223081.88300 eV. As for the spin multiplicity: 5. The net charge is +1.